4 unconnected molecules or ions with the total composition C29H59O6PS. Source: OMol25; level of theory: wB97M-V/def2-TZVPD.

Computed properties:
E_LUMO	-1.3	eV
multiplicity	1
SMILES	CCOCCCCCC1=C(P(O)(O)=S)C(=O)OC1=O.CCCCCC.CCCCCC.CCCCCC
Kohn-Sham gap	8.45	eV
charge	0
HOMO level	-9.759	eV
energy above the lowest of the compared OMol25 structures with the same formula, charge and spin	0.0	kcal per mole

Each line ends with the Löwdin charge.
Geometry (Å):
C  1.82653  1.44711  -2.74718  -0.07
C  3.18720  2.05444  -3.08657  -0.26
O  3.14791  3.04759  -4.09855  -0.14
C  2.19195  4.07119  -3.90955  -0.22
C  2.32659  4.86256  -2.60599  -0.16
C  0.97964  5.42342  -2.15736  -0.21
C  0.35680  6.41422  -3.14627  -0.17
C  -1.18409  6.32977  -3.18996  -0.13
C  -1.60392  5.12273  -3.94958  -0.10
C  -2.18671  3.95667  -3.63708  -0.13
P  -2.83242  3.26628  -2.09875  0.18
O  -4.35829  2.92856  -2.40778  -0.16
O  -2.25463  1.77290  -2.10570  -0.18
S  -2.46181  4.26155  -0.50408  0.36
C  -2.30473  3.15641  -4.90512  -0.42
O  -2.78749  2.09681  -5.09605  0.19
O  -1.75849  3.90051  -5.94310  0.16
C  -1.32225  5.09426  -5.43471  -0.40
O  -0.83147  5.93929  -6.10224  0.19
H  1.33451  1.97165  -1.91788  0.06
H  1.16488  1.47957  -3.61796  0.08
H  1.94366  0.40275  -2.45224  0.08
H  3.85930  1.28814  -3.47326  0.12
H  3.65227  2.46115  -2.18171  0.10
H  1.17231  3.65036  -3.96614  0.11
H  2.30442  4.72798  -4.77363  0.13
H  3.06083  5.66628  -2.72180  0.12
H  2.69801  4.20832  -1.81372  0.09
H  0.29727  4.58161  -1.98459  0.08
H  1.09008  5.92025  -1.18899  0.12
H  0.73515  6.26593  -4.16094  0.10
H  0.63475  7.43336  -2.86862  0.12
H  -1.60971  6.32488  -2.18610  0.08
H  -1.56150  7.20225  -3.73085  0.13
H  -4.92956  3.69599  -2.27539  0.09
H  -1.28947  1.84494  -2.04380  0.07
C  0.98836  3.49981  1.50439  -0.11
C  2.16811  2.79716  2.16538  -0.26
C  2.43387  1.40912  1.58268  -0.22
C  1.26773  0.42633  1.70663  -0.23
C  0.77916  0.18687  3.13398  -0.26
C  1.84326  -0.41225  4.04688  -0.10
H  0.05913  2.94856  1.65697  0.06
H  0.83886  4.50540  1.89999  0.07
H  1.14425  3.58752  0.42717  0.05
H  1.99458  2.72692  3.24272  0.10
H  3.07021  3.40313  2.04409  0.10
H  3.32574  0.98699  2.05332  0.10
H  2.67891  1.51574  0.52033  0.09
H  1.57355  -0.53141  1.27183  0.11
H  0.42766  0.77670  1.09924  0.10
H  -0.08081  -0.48684  3.09573  0.11
H  0.40907  1.12177  3.56425  0.10
H  2.20213  -1.36471  3.64995  0.06
H  1.44485  -0.59668  5.04548  0.07
H  2.70527  0.24804  4.15551  0.07
C  2.03257  -7.41847  6.11045  -0.11
C  2.02272  -5.90800  5.90037  -0.27
C  1.18226  -5.46270  4.70455  -0.23
C  1.64728  -6.00942  3.35311  -0.23
C  3.09489  -5.67828  2.99206  -0.27
C  3.36650  -4.18087  2.89922  -0.12
H  2.46351  -7.94201  5.25560  0.06
H  2.61868  -7.69000  6.98925  0.07
H  1.01823  -7.79695  6.25538  0.07
H  3.04973  -5.54863  5.78855  0.10
H  1.63142  -5.42328  6.79858  0.10
H  1.16481  -4.36968  4.67045  0.10
H  0.14496  -5.77350  4.86519  0.11
H  0.98885  -5.61038  2.57469  0.11
H  1.51442  -7.09433  3.33034  0.10
H  3.32982  -6.14792  2.03341  0.10
H  3.77471  -6.12738  3.72162  0.10
H  2.71627  -3.71547  2.15412  0.07
H  4.39971  -3.98208  2.61138  0.07
H  3.19106  -3.68190  3.85368  0.06
C  -4.55611  -0.64038  -2.02108  -0.11
C  -3.42700  -1.30558  -1.24204  -0.27
C  -3.05428  -2.69270  -1.76381  -0.23
C  -4.17605  -3.73051  -1.68985  -0.23
C  -4.75199  -3.95134  -0.29181  -0.27
C  -3.72694  -4.45757  0.71764  -0.11
H  -5.48170  -1.21690  -1.96717  0.07
H  -4.76611  0.35479  -1.62984  0.05
H  -4.28678  -0.53176  -3.07403  0.08
H  -3.69167  -1.36514  -0.18207  0.10
H  -2.54283  -0.66700  -1.29670  0.08
H  -2.18276  -3.05820  -1.21301  0.10
H  -2.73376  -2.60271  -2.80685  0.11
H  -3.79350  -4.68364  -2.06943  0.11
H  -4.98579  -3.44190  -2.36532  0.10
H  -5.57110  -4.67178  -0.36335  0.10
H  -5.19878  -3.02366  0.07668  0.10
H  -3.28784  -5.40118  0.38559  0.07
H  -4.18501  -4.62787  1.69284  0.07
H  -2.91377  -3.74362  0.85836  0.06